Entry 1:
Here is 2 unconnected molecules or ions with the total composition C4H11S2 from OMol25. Energies are from wB97M-V/def2-TZVPD.

Properties
- Net charge: -1
- Maximum force: 0.9 eV Å⁻¹
- Orbital gap: 5.571 eV
- E_LUMO: 3.150 eV
- Energy: -955.38862 hartree

Geometry (Å):
C -1.0401 0.7297 0.9667
S -1.2946 -0.1614 2.5274
C 0.2798 -1.0632 2.6682
H -0.8353 1.7746 1.1872
H -0.2665 0.2870 0.3436
H -1.9318 0.6720 0.3690
H 0.2392 -2.0648 2.2447
H 0.5464 -1.1356 3.7104
H 1.0202 -0.4967 2.1142
C 2.2759 -0.4827 -1.9192
C 1.3314 0.7198 -2.0627
S -0.3710 0.2632 -2.5066
H 2.3411 -0.9846 -2.8807
H 3.2369 -0.1394 -1.5302
H 1.8703 -1.1774 -1.1839
H 1.3115 1.2888 -1.1252
H 1.7958 1.4047 -2.7842

***

Entry 2:
Here is 2 unconnected molecules or ions with the total composition C4H11S3 from OMol25. Energies are from wB97M-V/def2-TZVPD.

Properties
- Net charge: -1
- Maximum force: 0.7 eV Å⁻¹
- Orbital gap: 6.178 eV
- E_LUMO: 3.229 eV
- Energy: -1353.60265 hartree

Geometry (Å):
C 1.4612 2.8007 0.5189
C 1.2067 1.8380 1.6666
S -0.2409 0.7665 1.3758
H 0.5645 3.3891 0.3066
H 1.6484 2.2298 -0.3943
H 2.2916 3.4993 0.6649
H 1.0238 2.3535 2.6126
H 2.1021 1.2233 1.8136
C -1.5478 -2.2240 0.0455
C -0.9654 -2.5707 -1.3171
S -1.3638 -1.2355 -2.5055
S 0.2148 0.0709 -2.1168
H -2.6089 -1.9918 -0.0505
H -1.0404 -1.3230 0.4057
H -1.4124 -3.0258 0.7754
H -1.3550 -3.5027 -1.7358
H 0.1181 -2.6562 -1.2618
H -0.0967 0.3588 -0.8039

***

Entry 3:
Here is 2 unconnected molecules or ions with the total composition C4H12 in a non-equilibrium geometry from OMol25. Energies are from wB97M-V/def2-TZVPD.

Properties
- Net charge: -1
- Maximum force: 1.3 eV Å⁻¹
- Orbital gap (spin up / spin down): 2.782 / 12.327 eV
- Multiplicity: 2
- E_LUMO (spin up / spin down): 4.336 / 4.491 eV
- Energy: -159.51908 hartree

Geometry (Å):
C -0.7006 0.1203 1.7576
C 0.3162 0.6149 2.7876
H -0.2708 -0.6331 1.1030
H -1.6280 -0.2341 2.2140
H -1.0962 0.9655 1.1813
H 0.4256 -0.0460 3.6385
H 1.2478 0.8513 2.2612
H 0.0682 1.6311 3.1122
C 0.7567 -0.1799 -1.8143
C -0.3794 -0.6178 -2.7337
H 0.7431 -0.6689 -0.8368
H 1.7302 -0.4554 -2.2362
H 0.7525 0.8918 -1.5883
H -0.5181 0.1074 -3.5319
H -1.2747 -0.7560 -2.1192
H -0.1725 -1.5910 -3.1951

***

Entry 4:
Here is 2 unconnected molecules or ions with the total composition C4H12 in a non-equilibrium geometry from OMol25. Energies are from wB97M-V/def2-TZVPD.

Properties
- Net charge: -1
- Maximum force: 1.6 eV Å⁻¹
- Orbital gap (spin up / spin down): 2.719 / 11.890 eV
- Multiplicity: 2
- E_LUMO (spin up / spin down): 4.262 / 4.265 eV
- Energy: -159.51555 hartree

Geometry (Å):
C 0.9132 -0.5763 -1.9493
C 1.3431 -1.6015 -0.8841
H 1.5895 -0.6605 -2.8078
H -0.1431 -0.6549 -2.1752
H 1.1868 0.4257 -1.6050
H 1.5839 -2.5987 -1.2399
H 0.6229 -1.5626 -0.0688
H 2.3145 -1.2597 -0.4910
C -1.3479 1.0699 0.6691
C -0.9577 1.0894 2.1670
H -1.7640 2.0310 0.3721
H -0.5198 0.8385 0.0061
H -2.0744 0.2845 0.4439
H 0.1086 0.8353 2.2242
H -0.9868 2.0914 2.5875
H -1.4831 0.3162 2.7187

***

Entry 5:
Here is 2 unconnected molecules or ions with the total composition C4H12 from OMol25. Energies are from wB97M-V/def2-TZVPD.

Properties
- Net charge: -1
- Maximum force: 0.7 eV Å⁻¹
- Orbital gap (spin up / spin down): 2.769 / 12.219 eV
- Multiplicity: 2
- E_LUMO (spin up / spin down): 4.328 / 4.414 eV
- Energy: -159.52718 hartree

Geometry (Å):
C 0.5903 -1.1291 -0.7674
C 1.2353 -2.4890 -0.9769
H 1.1018 -0.3041 -1.2711
H -0.4472 -1.1571 -1.1127
H 0.5474 -0.8837 0.2933
H 0.6917 -3.2623 -0.4193
H 2.2523 -2.5147 -0.5709
H 1.2195 -2.8153 -2.0198
C -0.2175 2.0654 1.0723
C -1.5843 1.5679 0.6425
H 0.6111 1.4177 0.7924
H 0.0234 3.0306 0.6036
H -0.1788 2.2115 2.1541
H -2.3298 2.3605 0.7170
H -1.9012 0.7133 1.2423
H -1.6141 1.1886 -0.3795

***

Entry 6:
Here is 2 unconnected molecules or ions with the total composition C4H12 in a non-equilibrium geometry from OMol25. Energies are from wB97M-V/def2-TZVPD.

Properties
- Net charge: -1
- Maximum force: 1.7 eV Å⁻¹
- Orbital gap (spin up / spin down): 2.825 / 12.139 eV
- Multiplicity: 2
- E_LUMO (spin up / spin down): 4.410 / 4.567 eV
- Energy: -159.51416 hartree

Geometry (Å):
C 1.8897 -0.0308 2.0671
C 0.4938 0.5195 1.9440
H 2.2356 -0.4421 1.1269
H 2.5399 0.8559 2.0769
H 2.0905 -0.6699 2.9265
H -0.0758 -0.0535 1.2046
H 0.4811 1.5324 1.5245
H -0.1111 0.5259 2.8397
C -0.6816 -0.8373 -2.0071
C -1.7110 0.2664 -1.8713
H 0.2034 -0.4766 -2.5312
H -0.3128 -1.2379 -1.0255
H -1.0051 -1.6433 -2.6541
H -2.7177 -0.0808 -1.7647
H -1.5415 0.9419 -1.0326
H -1.7774 0.8302 -2.8237